Density functional theory data (ωB97M-V/def2-TZVPD) for C39H38AuN3P2 as an isolated structure at a distorted geometry.

Geometry as XYZ:
```
83
Properties=species:S:1:pos:R:3
H 0.577 -3.567 0.142
H 1.671 -5.818 0.344
C -3.466 1.318 4.126
C -2.788 0.288 4.776
C -0.840 5.769 -0.285
C -0.190 -2.528 -4.512
H 0.323 0.387 -2.993
C -2.972 1.833 2.941
H -2.813 2.513 -0.794
C -0.852 4.308 2.100
C -0.724 5.688 2.129
H 2.702 -2.599 -0.743
H 2.720 -0.440 -3.095
H 1.725 1.720 2.291
C 0.281 -1.715 -3.492
C -3.240 -3.353 0.449
H -0.626 6.196 3.079
C 0.290 -3.651 -2.002
C -0.429 -3.878 -4.300
P -2.269 0.257 -1.084
C -4.771 0.837 -4.847
P -1.242 1.914 0.820
C -1.016 3.670 0.869
H -4.492 0.293 0.836
H -0.856 3.739 3.021
C -2.620 -2.332 -0.259
H 2.423 0.936 -4.162
C 2.166 0.812 1.900
H 0.153 0.029 -4.709
C 0.462 -4.310 -0.647
H 4.308 -1.665 1.508
N 1.034 -1.450 -1.199
C -4.741 -1.751 1.447
H 2.515 -0.697 -4.831
H -1.940 -0.715 -3.839
H -0.448 -4.867 -0.424
C 2.173 -0.110 -3.979
C 3.335 0.178 2.307
N -2.570 1.708 -0.228
C -2.831 -0.109 -3.790
C -1.107 0.281 3.061
C -3.614 0.073 -4.920
H -5.566 -1.528 2.113
C 2.072 -1.757 -0.465
C -4.296 -3.059 1.304
H 2.601 -4.778 -0.743
C 2.437 -0.947 0.594
H -0.382 -5.481 -2.891
C -3.217 0.480 -2.590
H -0.823 6.339 -1.205
H -4.720 1.660 -1.561
H -3.320 -0.379 -5.859
H -1.082 -1.012 4.774
N 1.626 0.127 0.875
H -0.345 -2.102 -5.500
C -3.074 -1.021 -0.115
C -0.972 4.394 -0.330
H -2.901 -4.374 0.336
C -0.187 -4.426 -3.058
C -1.791 1.304 2.407
H -4.380 1.719 4.547
H -6.078 1.981 -3.581
C -5.163 1.405 -3.639
H -4.779 -3.857 1.857
C -0.723 6.414 0.944
C 1.644 -5.290 -0.610
H -0.617 7.491 0.975
C -4.390 1.235 -2.502
H -1.801 -2.557 -0.932
C 0.531 -2.292 -2.237
C -1.610 -0.224 4.253
C 0.657 -0.281 -3.793
H -5.376 0.984 -5.733
H 3.983 0.514 3.102
C -4.139 -0.727 0.733
H -1.037 3.892 -1.290
H 1.555 -6.032 -1.404
H -0.803 -4.498 -5.107
H -3.491 2.638 2.433
H -3.183 -0.114 5.701
C 3.510 -0.936 1.481
Au -0.022 0.173 -0.278
H -0.189 -0.116 2.646
```

As for the HOMO-LUMO gap: 6.10 eV. The HOMO energy comes out at -13.45 eV. As for the total charge: +2.

These are the Mulliken partial charges, in e, on atoms 1 to 4:
1 H 0.4608
2 H 0.4473
3 C -0.8712
4 C -0.5743



Density functional theory data (ωB97M-V/def2-TZVPD) for C39H38BrN2PtSSb as an isolated structure at a distorted geometry.

Geometry as XYZ:
```
83
Properties=species:S:1:pos:R:3
C 1.033 -4.334 2.234
C -1.951 -0.087 2.499
C 0.645 -2.487 5.572
H 5.205 -1.867 2.066
H -1.243 1.863 -2.017
H 0.682 -5.141 -3.214
H 0.506 -1.511 6.073
H 6.055 0.326 2.773
C 0.881 -4.837 5.975
H 4.635 -2.064 3.652
H 3.012 -5.095 -3.941
H 0.596 -5.326 2.063
C -0.584 0.149 2.170
S -2.591 1.561 -3.564
H 5.317 -3.725 -3.344
C 2.355 1.396 3.720
N -1.232 1.169 -2.752
C 1.235 -4.203 -3.218
C -2.567 5.164 -6.219
C -3.412 2.907 -5.770
C 4.352 -1.718 2.691
C 0.661 -3.022 -2.845
C 2.508 -4.154 -3.611
C -2.295 2.771 -4.898
H -0.849 3.052 0.310
C 0.645 -3.578 6.414
H 3.223 3.392 4.167
H 3.234 -0.942 -2.901
C 4.756 -2.930 -3.928
H -3.342 -1.602 2.737
H 4.879 -3.208 -4.942
H -3.581 5.535 -0.912
C 3.300 -3.004 -3.588
H -0.584 5.594 -5.598
C -4.748 1.983 -2.061
C -1.176 2.147 0.984
H -3.920 0.816 2.308
H 5.229 -1.959 -3.731
C -3.868 4.501 -1.171
C 0.923 -2.698 4.214
Pt 0.021 -0.293 -2.758
N 1.327 -1.836 -2.866
H 0.812 1.525 1.298
H -0.328 3.476 -4.333
C 4.752 1.943 3.430
H 3.534 -2.284 2.296
C -3.472 4.167 -6.409
C -2.531 2.001 1.263
Br -1.201 -2.933 -2.473
H 0.363 -3.716 1.549
C -0.220 1.286 1.488
C 4.049 -0.266 2.909
C -1.234 3.675 -4.893
C -3.518 2.518 -2.398
C -2.851 0.906 2.073
C 3.429 2.370 3.798
H -3.276 2.708 0.867
H -2.710 6.184 -6.563
H 5.589 2.640 3.491
H -2.026 4.117 -2.354
H -2.628 -1.102 4.251
C -2.999 3.731 -1.956
H 1.274 -5.994 4.200
H 0.519 -3.404 7.468
C 0.976 -3.952 3.686
H 2.072 -4.261 1.932
H -1.751 -2.171 3.188
H -6.617 2.552 -1.088
H -5.100 1.037 -2.425
H -4.322 4.334 -7.031
H 1.340 1.748 3.843
C 2.688 0.151 3.298
C 2.672 -1.888 -3.071
C -5.182 4.079 -0.914
C -1.382 4.884 -5.614
C 5.067 0.690 2.958
H -5.823 4.829 -0.496
Sb 0.971 -1.155 2.841
H 0.850 -5.694 6.590
H -4.100 2.091 -6.016
C -2.423 -1.339 3.200
C 1.017 -5.002 4.603
C -5.553 2.816 -1.259
```

As for the HOMO-LUMO gap (spin up / spin down): 7.71 / 4.10 eV. The HOMO energy (spin up / spin down) comes out at -18.03 / -18.03 eV. As for the total charge: +4. The expectation value of S² is 6.0317. Its spin multiplicity is 5.

These are the Mulliken partial charges, in e, on atoms 1 to 4:
1 C -1.6344
2 C 0.7255
3 C -0.8464
4 H 0.5466



Density functional theory data (ωB97M-V/def2-TZVPD) for C39H38F9N3O3RuSTe as an isolated structure.

Geometry as XYZ:
```
95
Properties=species:S:1:pos:R:3
N -1.037 3.267 2.360
F -0.864 -3.435 1.501
H -3.625 1.152 -3.133
C 2.374 1.529 -1.403
C -0.411 1.863 -3.950
H 4.173 2.262 -4.176
C -1.044 -0.607 -1.769
C -2.783 1.514 -3.712
H -3.318 1.094 0.658
F -0.259 -1.801 3.241
N -1.195 1.624 -0.800
C -3.440 2.851 1.679
C 2.684 -0.429 -2.755
S -1.470 0.749 4.105
H -1.692 3.364 -1.916
Ru -0.668 0.931 1.503
C 0.513 -5.612 0.615
C -0.028 -3.288 -4.295
C -1.274 0.848 -1.830
O 1.059 0.514 2.659
H 3.269 -7.532 0.193
H 0.663 3.670 -1.943
F 3.924 0.400 2.905
H -0.578 3.904 1.721
H 0.574 -4.123 -1.774
C 3.104 2.280 -2.321
H -3.718 0.204 4.688
H 2.526 -1.489 -2.913
C -0.799 -1.299 -2.966
H -0.127 2.154 5.441
C 3.605 1.676 -3.464
H 0.597 1.754 -3.561
H -4.813 0.646 2.515
C -1.496 1.424 -3.196
H -3.448 -0.461 2.341
H -2.712 3.636 3.549
H -0.234 4.294 4.051
C -1.907 2.507 -5.720
C 2.665 -6.642 0.316
F 3.817 -1.714 2.452
O -1.198 -0.760 0.602
C -0.289 3.283 3.634
H 0.816 -7.724 0.429
H 0.226 2.739 -5.797
H -1.723 2.832 5.231
C 1.287 -6.750 0.449
H -0.560 -5.694 0.724
C -0.192 -2.543 -0.565
H -3.990 2.129 -5.374
H 0.191 4.703 -0.603
H -2.068 2.929 -6.705
H -3.592 1.904 4.290
C 0.210 3.671 -0.953
H 3.291 3.335 -2.147
C -0.273 -2.576 -2.991
C 1.755 -0.577 3.079
H -4.428 2.961 2.134
H 0.725 2.946 3.418
F 3.052 -1.215 5.013
C 2.170 0.172 -1.613
C 2.007 -0.486 4.624
C 3.154 -0.559 2.380
C 1.119 -4.361 0.653
C -2.446 3.688 2.498
H 3.792 -0.153 -4.570
H 2.969 -3.278 0.548
C 0.254 -3.127 0.762
F 2.240 0.792 4.966
C 0.995 -1.910 2.748
C -2.987 2.059 -4.973
Te 1.586 2.544 0.269
H 0.656 -4.126 -4.164
C -0.837 -1.290 -0.552
C -3.723 0.567 2.576
C -0.894 2.367 4.698
F 1.548 -2.974 3.373
F 3.022 -0.262 1.075
C 3.267 -5.393 0.350
H -0.988 -0.802 -3.908
O 0.974 -2.061 1.399
N -3.073 1.433 1.580
H 1.625 -0.425 -0.893
C 3.392 0.321 -3.683
H 4.343 -5.304 0.257
F 0.947 -0.882 5.334
H -0.958 -3.683 -4.709
C 2.496 -4.251 0.515
H -3.530 3.248 0.670
C -0.620 2.404 -5.210
H -2.562 4.738 2.219
C -3.275 0.907 3.986
C -1.203 3.076 -0.986
H 0.400 -2.612 -5.038
H -1.783 3.511 -0.171
C 0.076 -3.160 -1.774
```

As for the HOMO-LUMO gap (spin up / spin down): 7.93 / 6.78 eV. The HOMO energy (spin up / spin down) comes out at -10.36 / -10.75 eV. As for the total charge: +1. The expectation value of S² is 8.7640. Its spin multiplicity is 6. The value obtained for the relative energy (zero: lowest compared OMol25 entry of this formula, charge and spin) is 0.8 kcal per mole.

These are the Mulliken partial charges, in e, on atoms 1 to 4:
1 N 0.0832
2 F -0.4723
3 H 0.5112
4 C -0.2974



Density functional theory data (ωB97M-V/def2-TZVPD) for C39H38GeN4O9SSeSr as an isolated structure at a distorted geometry.

Geometry as XYZ:
```
94
Properties=species:S:1:pos:R:3
C -3.695 1.893 -1.050
O 1.436 -2.827 0.162
S 1.730 -1.585 0.875
H 8.227 -0.890 0.694
Se -4.076 -4.816 6.960
Sr -0.766 -2.480 1.497
C 1.818 0.365 -4.295
H -3.206 3.358 0.433
C -0.381 -0.270 3.126
N -4.147 -4.326 5.261
C -4.015 -1.020 4.106
C 1.575 0.161 -6.678
O 0.631 0.254 -1.193
C 0.803 6.850 -3.114
H 1.982 3.150 -0.469
C -1.202 2.442 -2.139
H -2.773 -3.256 -0.999
C 5.750 -2.605 1.458
O -3.208 -2.545 1.409
C 6.338 -1.351 1.570
C 5.522 -0.227 1.522
C -5.040 -4.128 1.460
H -5.368 -5.090 1.076
N -4.078 -2.336 4.050
C 2.975 6.014 -3.667
O -1.567 -4.484 1.731
O -1.244 -1.158 3.195
H 3.535 0.518 1.282
C 0.355 5.554 -2.927
C -3.962 -0.284 5.295
C -3.674 -3.773 0.867
C -2.030 1.498 -2.729
H 2.468 8.098 -3.621
H 0.023 2.933 -5.529
C 2.066 -0.318 -5.475
C 4.161 -0.363 1.335
H -3.996 -4.547 -1.113
H 1.763 -0.376 -7.600
H 2.165 -0.031 -3.353
O -0.633 -1.515 -1.594
C 7.830 -1.182 1.667
H 4.003 6.187 -3.957
C -1.642 3.116 -1.007
C -3.751 -3.594 -0.649
O -0.616 -0.633 0.442
C 4.385 -2.740 1.258
H -0.670 5.369 -2.636
H 5.956 0.762 1.608
C 0.600 2.016 -5.518
H -3.907 0.475 -2.638
C -0.281 -0.728 -0.743
C 0.998 1.240 -0.255
H -1.676 0.958 -3.598
O -0.506 0.944 3.060
C 1.091 1.545 -4.306
O -2.887 -6.054 0.852
H 0.123 7.678 -2.968
H 2.764 1.806 -1.310
H -4.042 -0.509 3.154
H -4.970 -4.187 2.544
C -3.971 -2.335 6.499
H 1.568 0.805 0.570
N 1.306 -1.906 2.391
C 1.803 2.243 -1.044
C 1.204 4.471 -3.103
C -3.936 -0.933 6.509
H 8.094 -0.398 2.377
H 0.105 1.694 0.184
C 3.584 -1.615 1.179
H 8.322 -2.108 1.956
C -2.622 -4.901 1.178
C 1.110 -0.806 3.232
H 3.940 -3.716 1.128
Ge 0.692 2.578 -2.664
H 1.205 -1.119 4.277
C -3.274 1.226 -2.188
H -4.652 1.655 -0.612
H 2.640 -1.234 -5.456
C -2.883 2.847 -0.462
H -4.510 -2.852 -0.905
H 1.791 0.032 3.037
H -5.774 -3.367 1.194
C 2.116 7.085 -3.484
H -3.933 0.795 5.247
C 2.518 4.725 -3.475
N -3.969 -3.134 7.565
H 0.436 1.707 -7.633
H -3.421 -2.571 2.367
H 6.375 -3.487 1.503
H -0.989 3.844 -0.538
H 3.191 3.889 -3.612
H -3.907 -0.400 7.450
C -4.051 -3.001 5.212
C 0.834 1.332 -6.698
```

As for the HOMO-LUMO gap: 4.03 eV. The HOMO energy comes out at -1.40 eV. As for the total charge: -2. The value obtained for the relative energy (zero: lowest compared OMol25 entry of this formula, charge and spin) is 96.7 kcal per mole.

These are the Mulliken partial charges, in e, on atoms 1 to 4:
1 C -0.4181
2 O -0.7761
3 S 1.0042
4 H 0.2727



Density functional theory data (ωB97M-V/def2-TZVPD) for C39H38N7O2PmS5Sb as an isolated structure at a distorted geometry.

Geometry as XYZ:
```
93
Properties=species:S:1:pos:R:3
C 0.364 -4.565 -0.819
H -0.214 -0.746 -4.148
H 5.127 -3.408 -0.333
H -4.015 0.225 1.302
O -1.472 -0.131 1.086
H 5.195 -3.608 2.142
Pm 0.048 0.261 -0.536
C 3.135 1.143 1.114
C 3.047 -2.635 -1.884
C -3.839 -1.647 -0.691
H 2.429 -3.418 -2.328
H 6.332 -3.454 5.207
C 5.557 -1.673 4.367
H -3.373 0.380 -5.636
C 4.387 -3.047 1.686
C 5.470 -3.034 4.696
C -1.078 -0.763 -4.803
C 2.456 0.608 -4.522
H -1.050 -4.352 -3.245
C 1.989 1.793 -3.865
C 4.366 -3.845 4.470
S 4.870 1.231 1.619
C 4.803 0.492 3.293
H 2.310 -4.133 3.985
C -3.701 -1.018 -2.050
C -1.005 -2.720 -1.839
C -2.448 -1.030 -2.694
C -4.672 0.096 -3.958
C -4.791 -0.439 -2.685
H 1.598 1.195 4.349
H 0.740 -1.872 3.382
C -3.462 -0.001 -4.624
C -1.252 1.616 2.704
C -2.350 -0.578 -4.021
C 0.873 1.958 4.071
H 3.767 -0.981 1.524
H 1.152 -4.709 -0.083
C 1.897 -2.508 0.390
C -1.740 -3.794 -2.608
N 2.291 1.175 2.084
C 4.250 -3.122 0.238
H -2.221 -4.513 -1.938
S 2.893 1.009 -0.563
S -0.572 3.045 -0.474
C 0.060 -3.094 -0.993
Sb -2.957 3.976 -0.114
C 3.059 -3.342 3.925
N 3.091 3.952 -4.732
H 5.605 0.946 3.878
H -5.127 1.915 2.692
H -1.331 3.262 4.078
N 2.824 -0.347 -5.049
H 6.225 -1.081 4.990
H -0.967 0.017 -5.557
N 1.096 1.793 -2.920
O 0.615 0.643 -2.587
C 2.572 3.018 -4.306
C -3.426 0.890 1.920
H 0.683 -5.026 -1.759
C 1.876 -2.665 1.745
C 0.598 -2.534 2.524
C 0.207 1.532 2.783
C -3.291 2.701 3.489
H 3.837 0.839 3.674
C -1.918 2.572 3.483
C 3.117 -2.756 -0.388
H 0.156 2.081 4.877
C -2.016 0.758 1.856
H 2.599 -1.677 -2.154
S -3.217 5.595 -1.685
N 0.933 1.120 1.788
C 3.129 -2.822 2.494
N 0.739 -2.154 -0.324
H -0.525 -5.101 -0.477
H 4.046 -2.680 -2.317
H -3.769 3.468 4.084
H 4.418 -4.896 4.728
H -2.505 -3.345 -3.239
S -2.046 1.954 -1.412
H -3.745 -2.735 -0.762
H -5.746 -0.406 -2.171
C -4.046 1.834 2.703
H -0.187 -2.117 1.896
C 4.861 -1.013 3.327
H 2.720 -2.506 4.550
C 4.114 -1.659 2.282
H 1.431 2.885 3.924
H -1.087 -1.731 -5.315
H -3.049 -1.297 -0.025
N -1.314 -1.437 -1.969
H 0.262 -3.505 2.902
H -4.814 -1.419 -0.259
H -5.521 0.575 -4.430
```

As for the HOMO-LUMO gap (spin up / spin down): 5.65 / 6.82 eV. The HOMO energy (spin up / spin down) comes out at -1.62 / -2.80 eV. As for the total charge: -2. The expectation value of S² is 8.7631. Its spin multiplicity is 6. The value obtained for the relative energy (zero: lowest compared OMol25 entry of this formula, charge and spin) is 14.1 kcal per mole.

These are the Mulliken partial charges, in e, on atoms 1 to 4:
1 C -2.0007
2 H -0.1853
3 H 0.3668
4 H 0.1404



no.,E (eV)
1,-67787.220
2,-134655.873
3,-96834.812
4,-198983.600
5,-132857.418